{
  "formula": "C4H16FInO4",
  "method": "ωB97M-V with the def2-TZVPD basis set",
  "de_lowest_kj_mol": 0.0,
  "gap_ha": [0.20248, 0.16536],
  "multiplicity": 2,
  "total_charge": 3,
  "lumo_energy_ev": [-15.4, -16.1],
  "homo_energy_ev": [-20.9, -20.6],
  "s2": 1.762,
  "elements": ["In", "F", "C", "O", "H", "H", "H", "H", "C", "O", "H", "H", "H", "H", "C", "O", "H", "H", "H", "H", "C", "O", "H", "H", "H", "H"],
  "positions_angstrom": [[-3.585, -1.344, -1.171], [-0.701, -0.583, -1.093], [0.719, 1.568, 1.142], [0.485, 0.199, 1.391], [-0.227, 2.084, 1.306], [1.216, 2.015, 2.003], [1.304, 1.817, 0.257], [0.284, -0.159, 0.523], [2.116, -2.502, -0.584], [0.936, -2.724, -1.343], [2.703, -3.405, -0.420], [2.759, -1.764, -1.065], [1.929, -2.146, 0.429], [0.398, -1.945, -1.186], [1.074, 1.845, -2.579], [1.513, 0.509, -2.495], [1.914, 2.532, -2.678], [0.428, 1.992, -3.444], [0.524, 2.113, -1.676], [0.797, 0.040, -2.061], [-3.019, -0.007, 2.717], [-2.397, -0.129, 1.427], [-2.581, -0.593, 3.524], [-3.136, 1.056, 2.932], [-3.999, -0.463, 2.576], [-1.455, -0.005, 1.565]],
  "forces_ev_per_angstrom": [[-0.003, -0.093, -0.445], [1.265, -0.502, -0.106], [-0.177, 1.255, 1.909], [-0.246, -0.668, -0.185], [-0.421, 0.457, -1.158], [0.724, -0.433, -0.007], [-0.353, -0.177, -0.012], [-0.283, -0.503, -0.548], [-0.140, -2.059, 0.471], [2.869, -1.251, 0.848], [-0.180, -0.295, -0.873], [0.174, 0.655, -0.543], [-0.702, 0.845, 0.174], [-2.350, 2.119, 0.046], [1.769, 0.033, 1.303], [0.640, 2.293, -1.082], [0.359, -0.321, -0.558], [-0.673, -0.175, -0.816], [-0.769, -0.302, -0.039], [-2.044, -1.212, 1.019], [-1.626, -2.112, -1.646], [-1.649, 0.237, 1.870], [1.201, 0.429, 0.205], [0.288, 0.836, 0.315], [-0.298, 0.541, -0.017], [2.624, 0.403, -0.127]]
}